[1]
A molecular structure, C4H7N3 in a non-equilibrium geometry. Source: the OMol25 dataset; level of theory: ωB97M-V/def2-TZVPD.

The molecular weight is 97.12 g mol⁻¹. The value obtained for the HOMO-LUMO gap is 8.010 eV. As for the relative energy (zero: lowest compared OMol25 entry of this formula, charge and spin): 4.293 eV. The calculation puts the total energy at -8727.386 eV. The calculation puts the HOMO energy at -7.317 eV.

Geometry as ORCA input:
```
! wB97M-V def2-TZVPD RIJCOSX def2/J DEFGRID3
* xyz 0 1
N -1.05910 1.49627 -1.61799
N -1.62425 0.29606 -1.67208
N -1.02827 -0.53235 -0.92234
C 0.12621 0.07000 -0.30593
C 0.86564 -0.42544 0.70786
C -0.03022 1.51387 -0.62998
C 0.60290 -1.76969 1.29749
H 0.73518 2.28686 -0.71477
H -0.39534 -2.11195 1.01217
H 0.66200 -1.76985 2.39194
H 1.68743 0.19051 1.08709
H -0.36023 1.15056 0.49994
H -1.45558 2.25165 -2.15654
H 1.32220 -2.50554 0.92830
*
```

---

[2]
2 unconnected molecules or ions with the total composition C7H9NO3 in a non-equilibrium geometry. Source: the OMol25 dataset; level of theory: ωB97M-V/def2-TZVPD.

The molecular weight is 155.15 g mol⁻¹. The value obtained for the HOMO-LUMO gap is 7.680 eV. As for the relative energy (zero: lowest compared OMol25 entry of this formula, charge and spin): 5.767 eV. The calculation puts the total energy at -15031.385 eV. The calculation puts the HOMO energy at -8.604 eV.

Geometry as ORCA input:
```
! wB97M-V def2-TZVPD RIJCOSX def2/J DEFGRID3
* xyz 0 1
O 1.68922 2.46257 -0.01032
O 1.42045 -2.33311 0.24257
O 3.08603 -0.12089 0.24797
N -3.75200 0.20969 0.74439
C -0.60131 1.25520 -0.18252
C -0.58826 -1.23013 -0.37082
C 0.80138 -1.12671 0.01572
C -1.34450 -0.00863 -0.41069
C 0.92042 1.25752 -0.00749
C -2.97136 -0.17117 -0.39168
C 1.58755 -0.01310 0.17236
H 1.01635 2.99269 -0.60396
H -3.48642 1.07732 1.27843
H 3.29230 -1.08293 -0.07717
H 0.90717 -3.09930 -0.86260
H -3.42206 0.28694 -1.43384
H -3.35039 -0.33578 1.49978
H -0.93471 2.37374 -0.56120
H -3.07865 -1.38651 -0.62054
H -1.06866 -2.14034 -0.62058
*
```

---

[3]
10 unconnected molecules or ions with the total composition C49H69Cl2N9O4 in a non-equilibrium geometry. Source: the OMol25 dataset; level of theory: ωB97M-V/def2-TZVPD.

Its SMILES is COCCCCCCCCOC(=O)O[C@H](Cl)[C@@H](C)Cl.c1cc[nH]c1.c1cc[nH]c1.c1cc[nH]c1.c1cc[nH]c1.c1cc[nH]c1.c1cc[nH]c1.c1cc[nH]c1.c1cc[nH]c1.c1cc[nH]c1. The molecular weight is 919.06 g mol⁻¹. The value obtained for the HOMO-LUMO gap is 8.396 eV. As for the relative energy (zero: lowest compared OMol25 entry of this formula, charge and spin): 0.000 eV. The calculation puts the total energy at -98571.689 eV. The calculation puts the HOMO energy at -8.178 eV.

Geometry as ORCA input:
```
! wB97M-V def2-TZVPD RIJCOSX def2/J DEFGRID3
* xyz 0 1
Cl 6.30988 -3.59490 -2.17027
Cl 4.59351 -0.00089 -0.14939
O 3.12736 -2.13752 -2.46369
O 1.57310 -2.07340 -0.80190
O 3.96063 -2.69437 -0.33396
O -0.14917 7.13708 0.10873
N 7.06360 4.20418 -5.07996
N 10.62748 1.67886 -3.11612
N 8.88641 4.14547 -1.56337
N -10.25879 1.04715 -1.11746
N -4.82123 -9.80212 6.86650
N -4.82101 -3.02650 3.39885
N -3.87919 0.28966 -0.78895
N -5.99245 -1.04931 -3.02292
N -6.57411 -3.55058 7.82116
C 11.87227 -0.10628 -3.54675
C 11.38806 1.98491 -4.21327
C 8.13395 3.42347 0.39511
C 5.78679 4.69886 -5.04051
C 7.93064 3.19852 -1.83234
C -4.75799 -5.11108 4.15686
C -7.35090 -2.58099 8.39616
C 2.93248 -2.28629 -1.22542
C 5.15085 4.32155 -6.19762
C -0.41126 7.20450 -1.31338
C -7.90754 -0.92115 -4.13645
C -3.43950 -1.76065 -0.06218
C 1.28023 0.36747 0.03098
C -10.92147 2.84205 0.00550
C -4.33437 -4.24011 5.19116
C 6.09457 -1.89282 -1.52927
C -5.05504 -4.33393 3.06407
C 7.47012 -1.14964 -1.14844
C 12.17391 0.89573 -4.50163
C 9.01184 4.29132 -0.20720
C -10.86930 2.26661 -1.24053
C 5.06477 -1.76614 -0.30132
C 1.51279 -1.20155 0.35995
C -6.06734 -3.52538 9.98123
C 6.07571 3.56636 -6.96121
C 1.19616 7.56466 0.43744
C -3.73751 -9.13986 5.04739
C 1.47624 0.75629 -1.51783
C -3.48896 -10.52078 5.24470
C 7.24616 3.50785 -6.24583
C -7.06043 -2.54499 9.73844
C -2.22583 -1.15863 -0.47814
C -9.92820 0.83441 0.19444
C 0.75769 4.77633 -1.51720
C -7.26770 -0.55432 -2.97695
C -5.81307 -1.73514 -4.19371
C -4.44309 -0.84534 -0.26791
C -5.78484 -4.12785 8.77939
C -2.52963 0.10481 -0.92541
C -0.40889 5.74935 -2.02982
C 0.32498 3.20066 -1.51957
C 1.69247 2.36632 -1.63302
C -4.17280 -10.90262 6.37294
C -10.32454 1.93447 0.91512
C 10.91275 0.40437 -2.70653
C -4.56562 -8.72452 6.06141
C 7.44941 2.73094 -0.63468
C -6.98524 -1.67022 -4.90750
C -4.38630 -2.95985 4.69544
H -4.94940 -2.23663 2.78636
H -5.29334 -0.92780 -2.30410
H -7.15935 -2.11345 -5.87690
H 7.23877 -0.01842 -1.19529
H 2.40708 -1.26441 1.06347
H 5.90352 3.11496 -7.92711
H -5.39712 -9.78782 7.69246
H 9.41360 4.65523 -2.25458
H -2.87790 -11.16431 4.62910
H 5.44303 5.27609 -4.19543
H 1.11327 4.98390 -0.44580
H -8.92687 -0.67819 -4.39963
H 1.92689 7.48449 -0.45443
H -10.19980 2.07026 1.97932
H -0.41068 2.97213 -2.36204
H -4.99273 -7.75729 6.28002
H -5.41033 -4.59765 2.07930
H -11.21181 2.61918 -2.20160
H -1.44734 5.26504 -1.99841
H -1.90233 0.88679 -1.32693
H 2.08656 0.96284 0.61202
H 9.71369 4.99696 0.21064
H -3.35410 -8.51881 4.25106
H -4.37989 1.12920 -1.03457
H -5.50670 -0.90261 -0.08790
H -6.58092 -3.80021 6.84417
H -4.25274 -11.85935 6.86647
H -0.12800 2.97899 -0.49470
H 0.54263 0.43869 -2.12333
H -10.08121 0.40587 -1.87406
H -5.09284 -4.91639 8.52454
H 0.58799 -1.54294 0.96681
H 8.19101 3.03346 -6.46504
H -9.43951 -0.07832 0.50061
H 0.26110 0.75556 0.38245
H 5.66745 -2.02109 0.65175
H -4.86901 -2.20808 -4.41827
H 1.58766 6.83304 1.23309
H 7.67831 2.93966 -2.84974
H -1.23979 -1.59858 -0.45604
H 2.47066 2.73236 -0.88125
H 0.33398 7.86092 -1.89307
H 10.41082 -0.02773 -1.85409
H -8.04268 -2.00272 7.80258
H -4.83785 -6.18732 4.20672
H 12.88591 0.82755 -5.31089
H -1.45567 7.66805 -1.45558
H -7.60898 0.01650 -2.12564
H 6.68750 1.97457 -0.51294
H 11.30579 2.94932 -4.69207
H -3.56495 -2.75447 0.34276
H 12.30823 -1.09229 -3.48147
H -7.51199 -1.88512 10.46454
H -4.02609 -4.51883 6.18838
H 1.20901 8.61920 0.91190
H 1.67493 4.85622 -2.21481
H -0.19416 5.95719 -3.14951
H 7.75448 -1.39046 -0.06964
H 2.39071 0.28788 -2.01121
H -11.34327 3.80904 0.23681
H 4.13219 4.56126 -6.46463
H 5.63433 -1.27804 -2.39446
H -5.60912 -3.76367 10.92988
H -4.15080 -2.01032 5.15198
H 9.96050 2.29572 -2.67841
H 7.99875 3.30096 1.45955
H 2.13359 2.59246 -2.67966
H 8.29331 -1.34425 -1.91267
H 7.75851 4.33156 -4.36426
*
```

---

[4]
A gas-phase ion, C2H8N3O2 (charge +1) in a non-equilibrium geometry. Source: the OMol25 dataset; level of theory: ωB97M-V/def2-TZVPD.

Its SMILES is CO/N=[N+](/N)OC. The molecular weight is 106.10 g mol⁻¹. The value obtained for the HOMO-LUMO gap is 10.211 eV. As for the relative energy (zero: lowest compared OMol25 entry of this formula, charge and spin): 7.785 eV. The calculation puts the total energy at -10755.879 eV. The calculation puts the HOMO energy at -15.082 eV.

Geometry as ORCA input:
```
! wB97M-V def2-TZVPD RIJCOSX def2/J DEFGRID3
* xyz 1 1
O -0.37784 0.49510 1.06144
O 1.56585 0.50892 -0.59090
N 0.62472 -0.42380 -0.69750
N -0.33129 -0.38792 0.12001
N -1.20729 -1.50938 0.15235
C -1.66306 0.73644 1.62319
C 2.54618 0.23986 -1.64347
H 2.00650 -0.19397 -2.36714
H 3.29052 -0.40711 -1.29981
H -2.03180 -0.28392 1.82771
H -2.34402 1.13423 0.88105
H -1.38725 1.56254 2.37567
H -0.90691 -2.31597 -0.45244
H -2.07823 -1.16163 -0.18186
H 2.90777 1.15463 -1.96337
*
```